DFT (wB97M-V/def2-TZVPD) results for a cluster of 2 separate species, C4H12 in total in a non-equilibrium geometry.

```
! wB97M-V def2-TZVPD RIJCOSX def2/J DEFGRID3
* xyz 0 1
H 2.98346 -0.88283 -0.69998
H -0.90470 0.21076 -1.47375
H -2.65197 0.04467 -1.43582
H 1.28364 -0.98396 -1.13549
H -1.75583 -1.08266 -0.52675
C 1.58713 0.06340 0.79798
H 0.54786 -0.20158 0.98351
H 1.61661 1.09409 0.45117
C -1.80396 0.94057 0.33950
H -2.78874 1.20880 0.71692
C -1.74442 -0.04393 -0.83633
H -1.23461 0.64129 1.21309
H 2.04994 -1.94740 0.17059
H 2.15025 -0.29142 1.66005
C 1.97182 -0.96167 -0.29910
H -1.28223 1.84300 0.00928
*
```

For the electronic energy, the calculation gives -4342.064 eV. Its SMILES is CC.CC. The calculation puts the molar mass at 60.14 g/mol. The frontier orbital gap is 12.62 eV. The HOMO energy comes out at -11.447 eV.

***

DFT (wB97M-V/def2-TZVPD) results for a cluster of 2 separate species, C7H8 in total in a non-equilibrium geometry.

```
! wB97M-V def2-TZVPD RIJCOSX def2/J DEFGRID3
* xyz 0 1
H 1.08061 1.39152 2.03501
H 1.15574 -1.59883 -1.08431
C -0.91095 -0.51333 -0.68797
H 1.15636 1.65044 0.44182
C 0.64028 -0.63220 -0.71883
C 0.61216 -0.24396 0.82206
H -2.99452 -0.50656 -1.46485
C -1.84045 -0.59693 -1.64229
H 1.11084 0.15543 -1.34596
C -0.82179 0.05787 0.61566
H -1.76615 -0.87650 -2.64637
C 1.42274 0.96137 1.20204
H 0.80131 -1.17277 1.46117
C -2.18820 1.17914 1.77480
H 2.54202 0.74532 1.23803
*
```

For the electronic energy, the calculation gives -7377.760 eV. The calculation puts the molar mass at 92.14 g/mol. The frontier orbital gap (spin up / spin down) is 6.89 / 7.85 eV. The HOMO energy (spin up / spin down) comes out at -7.723 / -9.355 eV.

***

DFT (wB97M-V/def2-TZVPD) results for a structure of composition C46H31BrF4FeN5O4Sb in a non-equilibrium geometry.

```
! wB97M-V def2-TZVPD RIJCOSX def2/J DEFGRID3
* xyz 0 5
C -1.27527 2.21424 -2.58172
N 3.69333 -2.59347 2.17282
F 1.64014 1.11246 -6.76718
H -4.73793 2.09009 -1.77267
C 0.15499 -3.15493 -0.46914
Sb -1.89029 3.42706 -0.90721
H -3.13703 7.23179 -4.29732
C -3.23931 4.77053 -1.93551
C 3.92336 -6.27256 4.15503
C 1.30340 -4.46192 -2.08074
Br 1.45357 -6.00604 -3.15699
C -4.58153 4.89869 -1.58773
H 3.12467 -3.55863 -2.80005
H -0.71472 -1.14356 -2.02370
H 0.90284 3.18338 4.22192
C 0.45375 1.45760 3.00368
H -0.54715 -5.06568 -1.15233
C 3.99801 -7.52674 4.83025
C 2.57609 -1.82736 2.05107
C -2.72781 5.63062 -2.90306
C 1.76008 1.00383 -2.41111
O -0.18524 1.79270 7.63792
C 3.77922 -3.83461 2.84280
N 4.05684 -8.53879 5.37533
C -0.36889 -0.19760 -2.45523
N 1.07018 -2.18731 -0.52657
C 4.11931 -0.81529 0.97352
C -1.62188 0.73625 -2.61657
C -0.37798 0.26801 5.40153
C -4.86471 6.63011 -3.19316
F -5.65657 7.52465 -3.81484
C 0.97209 0.22386 -6.03374
H 1.82563 -6.44990 3.73941
Fe 0.71388 -0.16110 0.19158
C -4.99615 0.09796 0.91776
H -6.45428 5.91738 -1.95734
C -0.39817 2.76780 -3.41954
C -1.75255 0.18950 -4.00548
H -2.11944 1.67448 1.58934
H 6.00862 -5.83044 4.41695
C 1.68203 1.30657 -3.86286
C 0.50167 2.12321 -4.40715
H -5.00213 4.28383 -0.80419
C -0.46569 -0.44028 4.24036
H 5.87716 -3.64976 3.27714
N 2.79563 -0.75191 1.33323
H 0.74042 2.74471 -5.26256
H -2.42399 0.44543 -4.81517
C 0.60623 0.62189 -4.67981
C 4.69313 -1.94204 1.48254
C 2.63751 -4.62366 2.97220
H -2.44975 0.51517 -1.94860
C -3.33530 2.04039 -0.14099
C 2.11105 -2.35056 -1.34918
C 5.06789 -5.48696 4.01056
C -3.84340 0.42747 1.59792
O -0.12266 -0.60288 1.93759
C -3.02474 1.40917 1.05732
C -5.40774 5.82105 -2.21585
C -0.35223 -0.34748 -4.00646
H 2.64161 1.39243 -1.90294
H -6.25124 0.39015 -0.78894
H -0.18514 -1.35635 -4.38946
H 2.82656 -1.54453 -1.38271
H 1.10056 3.20910 1.95193
C -4.49884 1.65681 -0.80968
C 0.12911 1.58100 5.38350
N 0.22983 2.32354 6.62222
C 0.84029 0.31821 -1.72692
H -1.67738 5.58757 -3.17665
H -0.17970 3.83288 -3.32276
C -5.34237 0.69166 -0.28385
H 2.62610 1.47652 -4.36888
C -0.04019 0.10532 2.99291
H 4.57934 -0.04178 0.37929
O 0.88373 1.71583 0.66275
H -0.67303 -2.98899 0.21281
C 4.99417 -4.26943 3.36210
H -0.85534 -1.45087 4.23175
F -0.00123 -0.29778 -6.78123
H 1.70162 -4.30266 2.53764
H -0.69465 -0.15549 6.34364
C 0.52815 2.16843 4.20939
C 2.27188 -3.47153 -2.14219
C 0.83804 2.15464 1.81673
O 0.72454 3.43868 6.58233
H -3.59700 -0.07407 2.52573
C -3.53063 6.56069 -3.54526
H 1.63324 -2.08212 2.50108
H 5.68919 -2.34129 1.39528
C 2.70826 -5.83433 3.63436
F -5.81078 -0.84136 1.43437
C 0.22310 -4.31129 -1.22628
*
```

For the electronic energy, the calculation gives -185673.634 eV. The calculation puts the molar mass at 1051.29 g/mol. The frontier orbital gap (spin up / spin down) is 6.83 / 7.37 eV. The HOMO energy (spin up / spin down) comes out at -7.414 / -7.960 eV.

***

DFT (wB97M-V/def2-TZVPD) results for the molecule C16H16N2O3.

```
! wB97M-V def2-TZVPD RIJCOSX def2/J DEFGRID3
* xyz 0 1
H -1.06759 2.27494 -0.23191
H -4.84724 1.63262 0.45416
H -3.61482 0.60567 1.24281
C -0.19779 1.63422 -0.20228
C 3.84719 -1.86576 0.12534
C 2.14971 1.37861 0.03741
H -4.39026 0.53472 -2.11377
H 3.18899 -2.71592 0.03357
C -4.64589 0.63746 0.85822
H -3.82486 -1.14732 -1.98628
O -5.55564 0.42285 1.90313
C 5.21074 -2.03231 0.26453
C -0.35052 0.24258 -0.27328
H -5.56429 -0.53153 2.06628
N 3.47261 1.68979 0.18480
C -4.82057 -0.44043 -0.22770
H -5.86650 -0.42442 -0.56060
H 1.15025 3.28644 0.02408
H 7.12444 -1.10239 0.49230
C 1.04413 2.21389 -0.04275
C 4.21017 0.53022 0.23101
C 2.01121 -0.03120 -0.01773
H -2.32132 1.18985 -1.52113
O -4.62778 -1.71285 0.33063
H 0.61398 -1.66231 -0.19362
C 6.06287 -0.93618 0.38491
C -3.91864 -0.19299 -1.45388
H 5.62937 -3.02733 0.28139
C 0.75468 -0.59317 -0.16160
H -3.66072 -1.86802 0.37947
C 3.33618 -0.57435 0.10722
H 3.84815 2.61967 0.25944
H 6.24132 1.20523 0.46481
C 5.57830 0.35802 0.37031
N -2.59518 0.30644 -1.12682
O -1.92581 -1.50332 0.04367
C -1.67889 -0.40142 -0.42611
*
```

For the electronic energy, the calculation gives -25975.720 eV. Its SMILES is O=C(NC[C@@H](O)CO)c1ccc2[nH]c3ccccc3c2c1. The calculation puts the molar mass at 284.31 g/mol. The frontier orbital gap is 8.78 eV. The HOMO energy comes out at -8.308 eV.

***

DFT (wB97M-V/def2-TZVPD) results for the molecule C4H7NO3 in a non-equilibrium geometry.

```
! wB97M-V def2-TZVPD RIJCOSX def2/J DEFGRID3
* xyz 0 1
H -0.45601 0.30834 1.65303
H -0.15442 2.02675 -0.21826
H -1.70101 -1.66914 0.91680
H 2.39000 1.16921 -1.19884
H -2.60321 -0.40345 -1.32926
N 1.05635 0.59502 0.28690
H 0.67860 -1.13108 1.58945
O -1.30686 1.12423 -0.81118
C -1.60041 -0.07737 -0.74874
H -0.54086 -1.92146 -0.45498
O 0.65459 1.93551 0.44322
C 0.20756 -0.33396 1.03991
O 2.34752 -0.83176 -0.76836
C 1.99017 0.27780 -0.60496
C -0.96203 -1.06863 0.20527
*
```

For the electronic energy, the calculation gives -11891.121 eV. Its SMILES is O=CCCN(O)C=O. The calculation puts the molar mass at 117.10 g/mol. The frontier orbital gap is 9.62 eV. The HOMO energy comes out at -9.431 eV.

***

DFT (wB97M-V/def2-TZVPD) results for a cluster of 6 separate species, C42H62INO20 in total in a non-equilibrium geometry.

```
! wB97M-V def2-TZVPD RIJCOSX def2/J DEFGRID3
* xyz 0 1
C 1.59408 4.22420 -5.06919
O -1.85119 -1.67081 -6.34623
H 2.51915 1.77453 -4.88312
H -8.92258 -2.88192 -1.93016
H 0.25971 2.74843 -1.89385
C 2.88474 3.86065 -4.32358
H 1.52132 -1.81505 -1.26964
C 4.73761 0.49184 -3.60971
C -5.12763 -1.76275 -1.39101
C 7.46371 4.38700 -4.62888
C 9.03662 4.11139 -3.04888
C 0.36107 3.48578 -4.50485
H 5.12429 0.36377 -4.62908
N -4.73701 1.27519 -6.79973
C -2.15729 3.00505 -0.62946
H 4.05115 2.46555 -5.48846
H -5.60922 -4.48383 -1.44790
O 6.54047 4.83360 -5.22373
C -0.98336 -0.16049 8.52509
O -1.29255 1.07828 8.06539
O -5.21860 0.38612 -7.37026
O -3.52272 2.86678 -3.22576
H 10.40330 1.60759 -3.04409
O -1.49645 -1.16643 8.14875
H 4.12043 -0.51706 -1.14579
H -0.02078 5.31096 -3.46290
C -1.21188 -7.00719 8.31285
C 2.58122 -1.98636 -1.46593
H -1.44884 4.31401 -3.53184
H 0.16863 4.01139 8.87967
H 2.99674 -2.40988 -0.54554
C 9.18903 3.03992 -4.09918
H -3.17331 3.42102 -0.64108
H 4.22680 -1.57703 -3.49552
C -6.81663 -2.90319 -2.34960
C -2.46360 -1.97730 5.09767
H 1.70877 3.93505 -6.12190
H -1.77264 4.98787 -1.43973
C -5.58890 -3.77542 -2.27966
C -0.36519 4.27247 -3.39460
H -2.59984 -2.95513 5.55758
C -2.52908 -0.45083 -3.40521
C -2.36700 -6.99436 7.34499
H -0.74906 4.53714 -0.05670
H 8.51595 3.76359 -2.15292
H -3.87339 -6.34496 8.74185
H 2.86003 -0.58582 -3.97561
O -3.71729 0.79475 -5.90843
C -0.88188 -5.40369 6.78041
H -0.98721 -2.62601 3.67937
H 5.01727 2.60654 -3.25707
O 8.20548 5.06865 -3.71340
C 4.18466 1.91491 -3.42622
C -1.61600 -1.89278 -5.21412
C -1.42730 0.79068 -1.41231
O 0.95260 0.60014 3.33649
H 3.54101 1.93390 -2.53938
H 3.68010 4.54097 -4.65178
H 0.37348 -2.93143 5.64365
C -0.66682 2.02783 8.94249
H 2.51972 0.13625 -1.71247
O -0.64319 -1.21952 -2.28939
H -3.24601 -1.82837 4.35069
C 0.04016 -1.91249 5.43434
C 3.72341 -0.61907 -3.30301
O -0.00579 -0.09797 9.46552
H -2.44775 -2.60513 -3.41653
C 9.43908 1.65637 -3.55095
O -4.55231 -2.81790 -2.03436
C 3.27855 -0.64181 -1.82922
H -6.92117 -2.44284 -3.33724
H -3.84329 -8.09701 8.45863
O -0.22163 -6.25095 7.60572
H -8.34650 -4.38312 -2.67541
C -3.00719 1.88346 -2.82319
O 1.05976 -1.16213 4.74041
H 0.59147 2.45181 -4.22968
O -6.48345 -1.86572 -1.41505
I -0.12029 0.52818 0.23421
C -1.18779 4.18210 -0.99295
C 0.42153 -0.29660 3.92120
H -0.17551 -1.40835 6.37576
C -0.30700 3.29597 8.20835
H 1.36906 1.26362 8.76167
C -3.25468 0.62705 -3.60663
H 9.96461 3.30313 -4.82496
C 3.37011 2.41441 -4.63277
O 7.92152 3.11190 -4.76607
H -0.33894 3.42233 -5.34924
H -5.40186 -4.31692 -3.20544
O -4.52383 -0.87714 -0.88010
C -4.35463 0.61066 -4.63833
H 0.83965 1.54178 10.43549
H 5.61028 0.36934 -2.95367
H -0.57870 -2.18123 -4.93783
H -2.60190 -1.20938 5.85835
H -8.02032 -4.03362 -0.96589
H 8.65502 1.36833 -2.84844
H 0.36888 3.08688 7.37751
H 2.70828 -2.74896 -2.23988
O -2.20139 -5.70942 6.72404
H -2.24522 -7.75766 6.57083
H -1.36901 2.24786 9.75224
H -0.85012 -8.01026 8.52871
H -1.19935 3.75490 7.78231
C -3.72573 -7.12045 7.98852
C -2.15709 1.86839 -1.60482
H -4.92582 -0.32050 -4.60095
H 0.83552 4.37746 -1.62956
O -0.90446 -0.57590 3.85141
H -3.65494 -1.96460 -4.49492
H 2.77207 4.03836 -3.24693
H 1.43978 5.30722 -5.07964
H -5.01837 1.45434 -4.41282
O -0.37202 -4.50537 6.18579
H 9.98527 4.55960 -2.75986
C 0.51498 1.23720 9.44269
C -1.45355 -0.36858 -2.37159
C -8.09961 -3.59613 -1.96245
H -1.97737 2.69902 0.39779
C -2.66277 -1.77237 -4.09055
H 9.42859 0.92084 -4.35569
H -1.43229 -6.49501 9.25250
C -1.09961 -1.86782 4.46067
C -0.03679 3.79661 -1.95352
H -4.51227 -6.99280 7.24447
*
```

For the electronic energy, the calculation gives -95097.313 eV. Its SMILES is CCCCCCCCCCCCCC1=C(I)C(=O)C(CC=O)=C(CON=O)C1=O.C[C@@H]1COC(=O)O1.C[C@@H]1COC(=O)O1.C[C@@H]1COC(=O)O1.C[C@@H]1COC(=O)O1.C[C@@H]1COC(=O)O1. The calculation puts the molar mass at 1027.85 g/mol. The frontier orbital gap is 8.02 eV. The HOMO energy comes out at -8.654 eV.

***

DFT (wB97M-V/def2-TZVPD) results for the molecule C5H11N3 in a non-equilibrium geometry.

```
! wB97M-V def2-TZVPD RIJCOSX def2/J DEFGRID3
* xyz 0 1
N -1.90612 -1.74744 -0.28200
N -1.56076 0.81823 0.88560
H -1.34728 -2.29127 0.36773
C -1.09688 -0.71908 -0.90943
H -0.26574 -1.18205 -1.44372
C 1.64768 -1.21083 0.46221
H 1.00072 -2.01050 0.83752
H 1.39596 0.59340 1.49536
C -0.60194 0.35265 0.07697
H 2.60397 -1.26437 0.98389
H -2.62873 -1.28567 0.26217
C 0.39695 1.27616 -0.41886
H -1.70598 -0.19966 -1.65358
N 1.03592 0.08522 0.69352
H -1.22291 1.57654 1.47681
H -0.04371 3.23217 -0.94147
C 0.72408 2.51910 -0.65839
H 1.75711 2.84768 -0.63260
H 1.81766 -1.39030 -0.60172
*
```

For the electronic energy, the calculation gives -9828.947 eV. The calculation puts the molar mass at 113.16 g/mol. The frontier orbital gap is 8.08 eV. The HOMO energy comes out at -7.567 eV.

***

DFT (wB97M-V/def2-TZVPD) results for a cluster of 2 separate species, C2H4NOP in total in a non-equilibrium geometry.

```
! wB97M-V def2-TZVPD RIJCOSX def2/J DEFGRID3
* xyz 0 1
H -0.83057 0.04058 1.04432
H 0.92165 -0.85649 1.11364
O 3.21596 -1.00716 0.17534
H -0.82280 0.82052 -1.12366
N 0.69854 1.24665 0.41517
P 3.14032 0.40484 -0.14976
C 0.15281 0.47882 -0.71716
H 0.86610 0.08592 -1.43840
C 0.23975 -0.08544 0.68707
*
```

For the electronic energy, the calculation gives -14961.207 eV. The calculation puts the molar mass at 89.03 g/mol. The frontier orbital gap (spin up / spin down) is 7.65 / 6.39 eV. The HOMO energy (spin up / spin down) comes out at -8.946 / -7.841 eV.